ORCA calculation (ωB97M-V with the def2-TZVPD basis set) on a 4-piece molecular cluster, C34H62N5O10 overall in a non-equilibrium geometry.

Its net charge is +1. Its HOMO-LUMO gap is 6.94 eV. As for the total energy: -64174.187 eV. Its LUMO energy is -0.113 hartree.

Geometry as XYZ:
```
111
Properties=species:S:1:pos:R:3:forces:R:3:lowdin_charge:R:1
H -5.310 -4.014 -5.821 0.08 0.28 0.05 0.170
O -5.211 -4.962 2.492 -0.02 0.20 0.22 -0.192
N -2.665 -4.360 -2.686 -0.12 0.16 -0.46 0.191
O -3.598 -3.097 4.276 -0.03 0.11 -0.02 -0.115
C -6.555 -4.572 2.294 0.14 -0.15 -0.07 -0.096
H -2.156 -0.342 0.117 -0.04 -0.16 0.13 0.111
O 1.196 3.171 0.036 0.10 0.10 0.23 -0.194
O 3.555 5.277 -0.858 -0.31 0.15 0.02 -0.201
C -3.174 -3.749 3.098 0.21 -0.09 0.08 -0.189
N -3.195 -3.539 -4.642 -0.50 0.16 -0.37 0.240
H -0.363 3.942 1.174 0.07 -0.02 0.04 0.124
C 1.151 2.073 0.920 0.01 0.00 -0.19 -0.109
H 10.834 9.267 2.141 0.05 0.01 0.10 0.088
H 2.826 4.234 1.511 0.01 -0.04 -0.20 0.114
C 10.240 8.403 2.458 -0.03 0.03 -0.18 -0.113
C -1.148 0.869 -2.811 0.13 0.82 -0.09 -0.027
H 8.727 4.429 3.656 0.02 -0.04 -0.02 0.128
H -2.036 -7.234 4.311 -0.06 -0.04 0.02 0.085
H -8.682 -6.345 -3.848 0.12 -0.07 -0.10 0.086
H -1.445 -5.944 5.370 0.00 0.00 0.04 0.087
C 11.270 6.572 1.338 0.01 0.14 -0.12 -0.198
O 10.245 4.554 2.367 0.03 -0.07 0.06 -0.119
C -4.397 -3.799 5.222 -0.14 0.00 0.02 -0.173
H -0.530 4.074 -0.585 -0.09 0.12 0.05 0.116
C 3.846 5.803 0.428 0.07 -0.19 -0.09 -0.188
H 7.922 3.447 1.559 0.02 0.00 -0.04 0.125
H 10.274 4.940 0.323 -0.14 0.18 0.02 0.114
H -1.197 -0.834 -5.551 0.00 -0.03 -0.26 0.080
C -6.536 -5.176 -4.572 -0.67 0.24 0.05 -0.064
H -0.625 -2.676 -4.626 0.17 -0.16 -0.20 0.113
C -4.895 -6.628 -1.478 0.08 0.26 -0.07 0.195
H 11.933 6.695 2.201 -0.06 0.01 0.06 0.123
H -9.851 -5.942 -2.635 -0.15 -0.08 0.10 0.094
H -1.714 1.792 -0.972 -0.03 0.22 0.11 0.105
H 8.872 6.013 2.923 -0.05 0.07 -0.20 0.115
H -0.550 0.771 -5.341 0.19 0.19 0.02 0.083
O 7.878 5.254 0.535 0.31 -0.10 -0.02 -0.200
O 10.157 7.443 1.425 -0.09 -0.20 0.27 -0.195
C -2.298 -3.567 -3.694 0.98 -0.10 0.41 -0.263
H -7.019 -5.438 -5.507 0.00 -0.16 -0.20 0.138
C -1.819 -0.339 -0.909 -0.30 0.59 1.12 -0.084
C 0.185 4.142 0.246 -0.04 -0.11 -0.11 -0.202
N -5.318 -4.470 -4.923 0.06 -0.60 -0.09 0.133
H -4.369 -5.272 6.757 0.04 0.14 0.10 0.130
H 11.790 4.544 1.098 0.01 0.01 0.06 0.129
C -1.197 -1.520 -2.889 0.00 -0.01 -0.32 -0.176
H 0.431 1.324 0.569 -0.03 -0.04 0.14 0.067
C 10.867 5.116 1.222 -0.04 -0.11 -0.15 -0.181
H 11.842 6.840 0.440 0.11 -0.10 0.03 0.127
H -0.141 6.219 0.386 -0.01 -0.02 0.05 0.130
H 6.602 4.328 -0.807 0.02 -0.14 -0.05 0.079
H 1.204 5.825 -0.659 0.11 -0.20 -0.03 0.115
C 0.724 5.558 0.284 0.06 0.17 -0.13 -0.182
H -7.184 -5.049 -1.014 0.21 -0.23 -0.18 0.045
H 3.290 7.192 -1.628 0.03 0.01 0.01 0.088
H -2.613 -4.658 3.325 -0.18 -0.15 0.00 0.116
H 10.670 7.979 3.370 0.03 0.00 0.00 0.087
H -2.191 -4.599 -1.831 -0.14 -0.16 0.13 0.183
H -6.986 -3.380 -1.601 0.10 0.07 -0.16 0.096
C -4.216 -4.308 -4.219 -0.02 0.19 -0.37 -0.260
H 0.895 2.381 1.939 -0.03 0.00 0.00 0.091
C -2.243 -6.679 5.227 -0.14 -0.09 0.03 -0.112
C -1.574 0.872 -1.510 -0.07 0.01 0.07 -0.065
H 6.866 4.713 2.227 0.01 -0.14 0.12 0.118
H -3.768 -4.405 1.158 0.08 0.13 -0.02 0.108
N -3.913 -4.860 -3.016 0.02 -0.02 0.91 0.041
H 2.142 1.618 0.940 0.00 0.00 -0.06 0.090
O 1.550 5.872 1.390 -0.04 0.02 0.10 -0.116
H -5.244 -7.419 -0.866 -0.13 -0.12 0.23 0.063
O -7.524 -3.054 -4.306 0.33 -0.32 0.33 0.130
H -8.450 -3.868 -0.807 -0.07 0.04 0.15 0.094
H 9.227 8.739 2.680 0.00 0.02 -0.06 0.087
N -8.303 -4.554 -2.769 0.95 -0.97 -0.83 -0.146
C -8.785 -5.941 -2.846 -0.32 0.45 0.36 -0.050
H 8.094 5.025 -1.471 -0.04 0.06 0.03 0.090
H -0.316 -3.447 -3.036 0.31 -0.16 -0.20 0.135
H 3.087 5.839 -2.751 0.05 -0.05 0.00 0.087
H -0.947 1.809 -3.299 0.04 0.12 -0.14 0.122
O -3.503 -6.059 5.079 0.19 0.26 -0.24 -0.199
H -8.299 -6.580 -2.109 0.17 -0.18 -0.08 0.083
H 8.175 3.510 -0.562 -0.03 -0.01 0.02 0.088
C 2.858 5.324 1.472 0.03 -0.12 0.08 -0.176
H -4.640 -3.054 5.982 0.05 0.03 -0.01 0.131
C -0.998 -2.843 -3.628 -0.53 0.37 0.61 -0.023
C -7.679 -4.209 -1.495 -0.80 0.58 0.53 -0.069
C 7.836 4.523 1.749 -0.08 0.13 -0.08 -0.200
C -0.514 -0.237 -4.951 -0.40 -0.41 0.38 -0.028
H 0.481 -0.661 -5.049 0.20 0.12 -0.20 0.092
H -6.366 -6.107 -4.045 0.23 0.04 0.24 0.110
H -6.857 -4.785 1.262 -0.14 0.12 0.01 0.062
H -2.462 -3.056 2.637 -0.04 0.03 -0.01 0.125
C -1.628 -1.510 -1.581 -0.05 -0.73 0.23 -0.058
C 8.926 4.944 2.713 0.03 0.12 0.11 -0.181
H 3.852 6.897 0.413 -0.01 0.00 -0.04 0.129
H -4.735 -3.063 1.801 -0.05 -0.01 0.06 0.123
C -4.254 -4.011 2.066 -0.05 -0.11 -0.12 -0.207
C -3.718 -4.949 5.936 -0.07 -0.17 -0.02 -0.194
C 7.672 4.480 -0.626 -0.16 0.13 0.02 -0.110
C -7.507 -4.178 -3.869 -0.20 0.78 -0.07 -0.420
C -0.961 -0.299 -3.508 0.27 -0.31 -1.17 -0.216
C -4.502 -5.735 -2.168 -0.11 -0.38 -0.50 -0.095
H 4.846 5.454 0.715 0.02 0.16 0.15 0.112
H -2.247 -7.381 6.067 0.10 0.03 0.04 0.090
H -2.773 -4.598 6.363 0.02 -0.01 -0.02 0.126
H 3.236 5.660 2.441 -0.03 0.05 0.00 0.130
H 4.720 6.306 -2.231 0.00 0.12 0.00 0.086
H -5.344 -4.114 4.781 0.06 -0.18 -0.07 0.114
H -1.819 -2.419 -1.028 0.02 -0.26 -0.05 0.099
H -6.707 -3.511 2.510 0.01 0.01 -0.03 0.095
C 3.677 6.208 -1.912 0.09 -0.14 -0.01 -0.111
H -7.179 -5.152 2.973 0.04 -0.07 -0.04 0.095
```
Forces are in eV/Å.